{"formula": "C16H24N4O2", "method": "ωB97M-V/def2-TZVPD", "de_lowest_kj_mol": 43.9, "max_force_ev_per_a": 0.72, "spin_multiplicity": 1, "total_charge": 0, "gap_ev": 8.500, "smiles": "CCN(CCCCCCN)c1ccc2c(=O)[nH][nH]c(=O)c2c1", "energy_ha": -993.6024, "symbols": ["C", "C", "N", "C", "C", "C", "C", "C", "C", "N", "C", "C", "C", "C", "C", "O", "N", "N", "C", "O", "C", "C", "H", "H", "H", "H", "H", "H", "H", "H", "H", "H", "H", "H", "H", "H", "H", "H", "H", "H", "H", "H", "H", "H", "H", "H"], "positions_angstrom": [[-0.61759, 0.44129, -4.53129], [-0.53376, 1.16218, -3.18468], [0.12002, 0.36299, -2.16993], [1.54257, 0.59387, -2.03107], [1.87628, 1.77214, -1.10227], [1.54222, 1.48765, 0.35960], [1.82175, 2.68098, 1.26943], [1.70775, 2.33553, 2.75578], [0.30906, 1.85916, 3.20026], [0.05415, 0.43194, 3.13413], [-0.56567, -0.55388, -1.42983], [-1.93475, -0.81799, -1.65708], [-2.64048, -1.69365, -0.86919], [-2.03869, -2.36196, 0.19719], [-2.81583, -3.26916, 1.03698], [-3.99248, -3.54868, 0.90040], [-2.09829, -3.83400, 2.05690], [-0.75086, -3.59771, 2.29495], [0.02568, -2.76686, 1.55255], [1.19443, -2.58598, 1.84935], [-0.67430, -2.13448, 0.42209], [0.04025, -1.26860, -0.38635], [-1.17728, -0.48553, -4.43810], [-1.10877, 1.07572, -5.26433], [0.37906, 0.20063, -4.89394], [-1.53211, 1.44818, -2.84500], [0.04069, 2.08383, -3.30647], [2.03639, -0.31033, -1.67433], [1.94258, 0.80741, -3.02756], [2.94194, 1.99179, -1.19749], [1.32525, 2.65659, -1.43140], [0.48600, 1.22503, 0.43051], [2.13790, 0.63948, 0.70435], [1.12699, 3.49089, 1.03332], [2.83368, 3.04849, 1.07687], [2.43690, 1.55897, 3.00321], [1.97079, 3.22623, 3.33074], [-0.45683, 2.36040, 2.60196], [0.15546, 2.14980, 4.24414], [0.74569, -0.07351, 3.67863], [0.12308, 0.08919, 2.18312], [-2.45827, -0.33485, -2.46477], [-3.68683, -1.87998, -1.05774], [-2.56743, -4.47970, 2.67599], [-0.35184, -4.02014, 3.12208], [1.08549, -1.16339, -0.15175]]}